Density functional theory data (wB97M-V/def2-TZVPD) for a structure of composition C36H50N4Si3Sr in a non-equilibrium geometry.

The geometry in XYZ format:
```
94
Properties=species:S:1:pos:R:3:forces:R:3:mulliken_charge:R:1
Sr -0.6229 -0.1144 0.2048 -1.850 6.415 -1.792 0.626
C 1.4382 -0.8542 1.2854 -0.871 -1.734 0.155 -1.833
Si -0.1634 -1.9636 1.9287 1.876 2.071 3.082 2.684
C -1.8282 -2.2268 0.6713 0.996 -3.981 -0.270 -1.096
N -1.5303 -2.1571 -0.8468 1.760 -0.306 1.546 0.025
C -2.2125 -3.2220 -1.6279 0.080 0.126 0.157 -0.666
C -1.3810 -4.5005 -1.7087 0.035 -0.052 0.242 -0.362
C -0.0539 -4.2981 -2.4490 -0.010 0.106 0.038 -1.048
C 0.7176 -3.0518 -1.9393 -0.876 0.363 -0.738 -0.860
C -0.0509 -2.4407 -0.8057 0.474 -1.268 2.517 2.893
C 0.8393 -3.2059 3.1369 -1.282 -1.345 -2.660 0.233
C 2.0386 -3.8144 2.6247 0.349 0.674 0.068 -0.718
C 2.0817 -5.0730 2.0720 -0.088 -0.066 0.108 -0.554
C 0.9467 -5.9105 2.0236 0.049 0.082 -0.092 -0.461
C -0.2527 -5.4220 2.4792 0.834 0.068 -0.304 -0.734
C -0.2308 -4.0944 2.9303 -1.988 0.131 1.041 -0.191
C -1.3380 -0.3247 2.9136 0.484 -1.894 0.421 0.876
C -2.7014 -0.7004 3.1367 -0.383 -0.106 -0.566 -0.881
C -3.1574 -1.4530 4.1935 0.153 0.227 0.217 -0.754
C -2.2674 -1.8202 5.2157 0.094 -0.123 -0.134 -0.385
C -0.9693 -1.3730 5.1563 -0.118 0.059 0.037 -0.817
C -0.5375 -0.6534 4.0291 0.263 0.297 0.025 -0.955
H 1.8786 -1.6732 0.6775 0.517 0.262 0.048 -0.111
H 2.1069 -0.8849 2.1546 -0.299 0.216 0.258 0.437
H -2.8701 -2.1851 0.9880 0.003 1.385 -0.183 0.216
H -1.7365 -3.3219 0.8490 0.063 -0.055 -0.050 0.385
H -2.4083 -2.8120 -2.6200 -0.063 -0.060 -0.023 0.398
H -3.1606 -3.4164 -1.1258 -0.119 0.025 -0.200 0.449
H -1.9619 -5.2969 -2.1764 -0.045 0.084 -0.090 0.471
H -1.1854 -4.8446 -0.6862 0.009 -0.053 -0.029 0.009
H -0.2720 -4.1567 -3.5088 0.054 -0.114 -0.030 0.390
H 0.5533 -5.1981 -2.3487 0.001 -0.012 -0.072 0.332
H 0.8253 -2.3372 -2.7537 0.150 0.057 -0.006 0.019
H 1.7104 -3.2717 -1.5478 0.015 -0.103 -0.105 0.646
H 0.5291 -1.7340 -0.1527 0.034 -0.253 -2.507 -2.236
H 0.1338 -3.1680 0.0637 -0.567 -0.724 -0.993 -0.258
H 2.9542 -3.2320 2.6182 -0.030 0.043 -0.101 0.324
H 2.9856 -5.4003 1.5728 0.142 -0.106 0.316 0.418
H 1.0295 -6.8954 1.5819 -0.022 -0.011 0.006 0.390
H -1.1771 -5.9770 2.3992 -0.001 -0.016 0.084 0.464
H -1.2303 -3.6973 3.1597 -0.025 -0.101 0.317 0.576
H -3.4411 -0.4042 2.3946 0.029 -0.201 -0.124 0.534
H -4.1800 -1.8100 4.2082 -0.068 0.204 0.108 0.409
H -2.5845 -2.4931 6.0024 -0.030 0.090 0.070 0.419
H -0.2439 -1.6854 5.8966 -0.035 0.144 0.093 0.352
H 0.5093 -0.3640 3.9908 0.065 -0.209 -0.035 0.634
C 0.0721 3.6212 -2.9585 0.078 -0.080 -0.063 -0.846
Si -1.5562 2.7181 -2.5815 0.169 -0.304 0.336 0.211
C -1.6725 1.1186 -3.6184 0.058 0.059 -0.026 -0.925
C -2.9807 3.8333 -3.1199 0.014 0.015 -0.152 -1.142
C -1.6455 2.2208 -0.8128 -0.172 0.300 -0.140 -0.097
Si -1.7474 3.6168 0.3911 0.316 -0.271 0.027 0.095
C -0.9468 5.2388 -0.1488 0.012 0.037 0.008 -0.998
C -0.8085 3.1417 1.9729 -0.164 -0.381 -0.042 -0.301
C -3.5517 3.9234 0.8463 0.003 0.010 0.071 -1.251
H 0.6063 3.1903 -3.8106 -0.082 0.054 -0.048 0.479
H 0.7440 3.5564 -2.0986 -0.022 0.054 0.002 -0.050
H -0.0864 4.6827 -3.1591 -0.008 -0.011 -0.023 0.445
H -2.6382 1.0280 -4.1229 0.007 0.019 -0.013 0.372
H -1.5785 0.2590 -2.9461 -0.032 -0.031 -0.027 -0.178
H -0.8868 1.0110 -4.3699 -0.031 0.061 -0.037 0.381
H -2.9277 4.0870 -4.1830 -0.007 0.002 0.002 0.331
H -2.9878 4.7683 -2.5541 0.010 -0.008 -0.002 0.291
H -3.9381 3.3350 -2.9446 0.005 -0.007 0.007 0.307
H -2.6963 1.8529 -0.8066 0.094 -0.338 0.145 0.204
H 0.1377 5.1245 -0.2396 -0.014 -0.015 -0.005 0.260
H -1.1291 5.9975 0.6176 0.010 0.028 -0.022 0.412
H -1.3109 5.6250 -1.1028 -0.040 -0.011 0.031 0.278
H 0.1464 2.6817 1.6867 0.101 0.188 0.054 -0.208
H -1.3449 2.3295 2.4766 -0.057 0.102 0.072 -0.030
H -0.6235 3.9248 2.7103 0.015 0.074 -0.070 0.536
H -4.0993 4.2960 -0.0232 -0.014 0.042 0.029 0.277
H -3.6914 4.6199 1.6766 0.031 0.060 -0.047 0.341
H -4.0162 2.9759 1.1367 0.015 -0.005 -0.003 0.298
N 4.8748 5.5925 2.3492 -0.005 0.002 0.011 -0.537
C 4.5428 4.8221 1.5641 0.021 0.036 -0.042 -0.140
C 4.1453 3.8520 0.5807 -0.003 -0.032 -0.013 0.044
C 5.0707 3.3827 -0.3487 -0.019 0.018 0.041 -0.881
C 4.6964 2.4299 -1.2764 0.027 -0.003 -0.062 -0.725
C 3.4011 1.9248 -1.2707 -0.024 0.000 -0.009 0.579
C 2.4757 2.3977 -0.3526 -0.011 -0.027 0.372 1.049
C 2.8423 3.3622 0.5676 0.027 0.058 -0.079 -1.007
N 3.0182 0.9368 -2.2060 -0.016 0.004 -0.112 0.418
C 3.8518 0.1265 -2.9499 -0.006 0.066 -0.004 -0.188
C 3.0385 -0.5894 -3.7699 -0.001 -0.006 -0.053 -1.167
N 1.7216 -0.2472 -3.5629 0.026 -0.045 0.068 -0.602
C 1.7457 0.6631 -2.6278 -0.029 -0.220 0.262 0.279
H 6.0789 3.7730 -0.3481 0.003 -0.002 0.008 0.487
H 5.4116 2.0934 -2.0140 -0.013 0.013 0.018 0.437
H 1.4792 1.9839 -0.2914 -0.042 0.097 -0.139 0.284
H 2.1167 3.7360 1.2774 0.011 -0.048 0.031 0.594
H 4.9194 0.1303 -2.8271 -0.018 -0.020 0.007 0.418
H 3.3217 -1.3332 -4.4962 -0.003 0.012 -0.004 0.492
H 0.8764 1.1184 -2.1729 0.020 0.218 -0.220 -0.018
```
Forces are in eV/Å.

Values from the calculation:
* calculated total energy: -68565.01873 eV
* max |F|: 6.913 eV Å⁻¹
* LUMO energy: -0.69 eV
* multiplicity: 1
* Kohn-Sham gap: 6.251 eV